This record from the Open Molecules 2025 dataset describes 12 unconnected molecules or ions with the total composition C41H90F14N12O29S14 in a non-equilibrium geometry. The level of theory is wB97M-V/def2-TZVPD.

Computed properties:
M: 1930.14 g/mol
Largest force on an atom: 13.0 eV/Å
Energy above the lowest of the compared OMol25 structures with the same formula, charge and spin: 196.12 kcal/mol
Multiplicity: 1
Net charge: -2
Gap between HOMO and LUMO: 5.23 eV
Calculated total energy: -310953.021 eV
HOMO energy: -4.25 eV

The geometry in XYZ format:
```
200
Properties=species:S:1:pos:R:3:lowdin_charge:R:1
C -2.6556 -5.8871 -3.5675 -0.098
H 3.4952 5.1520 6.8630 0.133
S 3.8536 -0.1525 -2.0452 0.381
O -3.3213 -1.5354 -4.4075 -0.301
H 4.2984 2.9992 -5.2348 0.124
H 6.0234 4.7372 6.3347 0.092
H 4.2335 5.7561 2.2425 0.119
H 5.0290 -2.6560 7.6643 0.074
H -4.5862 -3.0727 -2.8511 0.082
H 2.0355 2.7412 -6.8623 0.068
H -3.2118 -9.0871 -5.2508 0.124
H 5.1287 5.3821 8.7522 0.073
H -2.0426 -5.6596 -2.6954 0.134
H 5.7277 4.2802 4.0942 0.128
H 4.2604 4.4929 -1.6035 0.105
C -4.1056 0.1047 1.4258 0.022
F -3.9421 -5.8710 4.5680 -0.225
N -1.7257 -6.4567 -4.7271 -0.192
C 2.5759 -2.9428 1.1829 -0.136
S -0.8393 1.3792 4.8981 0.634
O -6.4013 3.5438 2.5482 -0.283
H -0.1899 -5.0191 -4.3771 0.114
O -2.2857 2.2542 0.8221 0.162
C 2.0764 3.0706 -4.7079 -0.190
C 3.5400 -1.7668 4.6346 -0.150
H 2.8349 -1.9369 6.7053 0.122
C 4.9664 -2.0812 6.7402 -0.089
H 5.0074 5.7391 -4.9132 0.121
N -8.7047 -2.5391 1.0153 -0.243
F -4.7863 3.6126 0.8878 -0.244
S -6.1915 4.3043 1.3344 0.560
H -3.0841 0.4025 -1.9636 0.075
C 1.1893 -2.4673 4.2176 0.069
H 0.5668 2.2605 -6.0987 0.075
H -1.2251 -2.6945 -0.6838 0.094
C 5.7601 3.8341 -3.4447 0.058
O 3.8360 1.0423 0.9090 -0.304
C 3.6128 -2.2907 6.0286 -0.243
H 1.2058 -2.9977 5.1697 0.102
C 4.7128 4.6780 4.0959 -0.113
F -4.4693 4.5442 -2.0805 -0.155
H -2.5162 -1.8720 1.1537 0.108
H 1.4683 -4.3944 2.1831 0.092
N -2.0042 0.9474 0.4977 0.148
H 3.2872 5.4196 -5.2559 0.125
S -3.4989 3.9326 -3.1353 0.590
O -6.5773 -1.8649 2.2918 -0.293
C 2.6090 4.4646 2.9297 -0.103
O -4.0199 -3.9945 3.1183 -0.262
S -3.0306 -5.0149 3.5019 0.620
H 1.9819 5.2296 2.4717 0.117
H 0.4864 -0.7070 -1.2358 0.111
C -3.1541 -0.0028 0.2210 -0.378
C 0.3882 1.0944 1.0852 -0.043
F -6.1048 7.9391 2.1474 -0.245
O -3.5477 -0.2864 4.8343 -0.238
N 3.8224 1.2729 -1.7152 -0.244
F -2.3011 -1.7785 3.5431 -0.206
O 0.6196 1.6713 4.7713 -0.372
H 3.0103 -4.6736 4.1690 0.123
H 4.5886 4.0263 2.0692 0.097
S -7.2230 -2.7324 1.3323 0.386
O 5.9054 0.2147 -0.2561 -0.277
C -2.4175 -8.6152 -5.8291 -0.159
N -2.9144 5.4385 -3.8160 -0.243
H 0.1720 -1.2187 0.3652 0.091
F -1.4863 2.6996 4.2539 -0.193
N 2.6544 -2.5467 3.6684 -0.201
O -4.4277 3.2061 -3.9941 -0.263
O -7.9183 -1.7442 -1.4516 -0.328
O -7.0423 4.0418 0.1761 -0.276
C -1.5404 -1.6586 -0.8089 -0.134
C -2.5532 -7.1077 -5.9448 -0.037
C -1.0893 -8.8518 -5.1602 -0.186
C -0.2449 1.5823 -1.2750 0.008
O -3.3020 -4.9501 0.5214 -0.270
O -1.5114 1.5229 6.2000 -0.277
O -0.6176 4.9601 -3.1817 -0.341
H 3.4174 -3.3628 6.0089 0.103
C -3.9967 -3.9645 -2.6382 -0.056
O -1.8797 -4.5437 4.3097 -0.338
S -2.5283 -0.9482 -5.5228 0.615
O -1.5725 3.5984 -5.0468 -0.337
O -7.6987 6.7327 0.7248 -0.321
F -9.8145 -0.8851 -0.4408 -0.231
H 5.8482 3.0087 -2.7383 0.081
C -2.7143 -1.4824 0.1551 -0.116
C 4.1318 4.7780 2.7128 -0.136
O 3.1835 -1.1097 -1.1942 -0.279
F -1.5245 -6.5601 0.5012 -0.256
H 3.6086 -1.4722 2.1463 0.114
H -3.5175 0.2569 2.3309 0.053
H -3.5748 -2.1223 -0.0403 0.123
H 1.6117 3.7223 4.7447 0.099
H -1.7963 -1.6072 -1.8672 0.097
S 4.6754 1.0388 -0.2741 0.591
N -2.5858 -6.3185 2.4811 -0.254
C 3.5779 3.0321 -4.4176 -0.151
H 2.9177 -5.0898 1.4244 0.120
H 2.8218 3.5833 -2.0721 0.112
H -0.6023 2.5829 -1.0318 0.069
H -1.0492 -9.8128 -4.6475 0.120
N 4.1938 4.1910 -3.6720 -0.185
H -3.8951 -4.6490 -4.7512 0.105
O -2.7485 -1.4126 -8.6015 -0.294
H 1.6444 2.4414 -3.9297 0.104
H 1.9429 -1.0462 2.3372 0.121
O -7.7926 0.0054 0.3262 -0.282
H 0.3729 2.1331 1.4151 0.084
H 5.0426 -1.0248 6.9979 0.066
O -1.4456 -1.3166 5.6702 -0.296
C 2.4367 4.3948 4.5100 -0.084
O -6.3291 -3.3704 0.3748 -0.305
H 6.7006 4.5432 8.7345 0.071
F 2.8257 -0.1590 -3.3136 -0.196
H 3.3965 -0.6887 4.7081 0.127
C -0.7237 -5.4487 -5.2247 -0.001
O -2.8171 0.3666 -6.1319 -0.257
C 3.4178 6.5815 -3.5546 -0.159
S -2.7488 -2.3113 -7.4534 0.379
H 2.7787 6.3566 -1.5177 0.122
H 3.0521 1.8816 5.2816 0.087
F -1.2374 5.9898 -5.2886 -0.222
H 1.4220 1.0178 0.7482 0.059
O -1.0860 -4.4845 1.5404 -0.319
C 2.7738 5.7968 -2.4529 -0.145
H -4.2506 1.3768 -1.1525 0.087
H -2.4875 -3.8073 -4.1736 0.080
C -1.0435 -7.7687 -4.1296 -0.093
C -0.3085 -0.7453 -0.4910 -0.096
O 5.0705 -0.6601 -2.6881 -0.300
H -3.4148 -6.6524 -3.4061 0.137
H 0.2687 0.4706 1.9710 0.052
H 0.8284 1.7721 -1.2660 0.069
H 4.3384 -3.9804 3.3081 0.128
H -4.7277 -0.7903 1.4297 0.085
S -6.7968 6.5022 1.8701 0.441
N -1.4194 0.3103 3.7245 -0.256
H 2.7142 7.1064 -4.2008 0.125
C 5.4178 4.1148 6.9934 -0.237
F -2.1892 -3.6656 -8.1250 -0.242
S -1.6269 4.8615 -4.2157 0.389
C 3.9533 4.2100 6.5617 -0.079
H 0.0086 -5.9106 -5.8869 0.103
H -4.6624 1.0408 1.4690 0.093
C 2.5372 -4.2589 2.0184 -0.121
H 1.5732 4.0260 -4.8558 0.105
H 1.7352 5.5667 -2.6902 0.100
H -3.2958 -3.7607 -1.8287 0.050
N 3.7749 3.8177 5.0183 -0.203
C 1.6486 2.2574 -5.9654 -0.066
H -1.6295 -8.1047 -3.2741 0.129
H 3.3624 3.4525 7.0765 0.134
C 2.6142 -1.9021 2.2672 -0.100
H 0.7482 -1.5009 4.4615 0.085
H 4.6649 5.6273 4.6293 0.130
H -0.2011 -8.8551 -5.7920 0.117
H 6.1765 3.6859 -4.4411 0.092
S -2.2207 -5.3627 1.3635 0.377
C -3.8246 0.3735 -1.1643 0.063
S -2.1463 -0.5970 4.6315 0.381
H -2.0693 -6.5939 -6.7754 0.124
H 3.8438 2.1238 -3.8767 0.090
C -3.2497 -4.5294 -3.8809 -0.231
H 4.9008 2.1238 5.0426 0.094
H -2.4515 -9.0555 -6.8256 0.120
H 1.6344 -2.9408 0.6337 0.111
H -4.6331 -0.3307 -1.3606 0.114
H 2.0853 5.3384 4.9275 0.133
F 5.2907 2.5187 -0.1622 -0.218
H 4.5114 -1.9014 4.1588 0.121
C 4.0306 5.5473 -4.4691 -0.072
C 5.6380 4.4493 8.5104 -0.076
H 2.1359 3.5981 2.4675 0.100
C -0.5898 0.6793 -0.0072 -0.385
H 3.4473 -2.8912 0.5301 0.108
H 6.3509 4.6662 -3.0618 0.092
H 2.0259 1.2358 -5.9198 0.075
C 3.4469 4.4391 -2.3270 -0.078
O -2.6395 3.1614 -2.2529 -0.311
H -4.7088 -4.6798 -2.2266 0.084
N -1.7072 -2.0729 -6.4202 -0.286
H -3.5501 -6.6835 -5.8258 0.128
H 5.8431 -2.4040 6.1788 0.072
H 3.7679 2.0819 3.6498 0.102
H -0.0776 -7.3948 -3.7901 0.128
O -3.9787 -2.8839 -7.0063 -0.291
H -1.1421 -4.6580 -5.8476 0.078
H -0.7396 1.3074 -2.2066 0.095
H 0.5723 -3.0306 3.5176 0.102
O -7.3043 6.2436 3.2438 -0.336
H 4.1444 7.3310 -3.2411 0.112
N -5.5317 5.8118 1.5128 -0.280
H 5.8953 3.1608 6.7698 0.100
C 3.8785 2.3053 4.7109 0.057
H 5.3150 3.6496 9.1769 0.075
S -8.3035 -1.3075 -0.0938 0.570
F -7.5537 -3.9149 2.3784 -0.234
C 3.2505 -3.9673 3.3743 -0.045
F -1.2364 -0.4701 -4.6794 -0.233
```